No. 1
Formula: C9H14N4
Source: OMol25
Level of theory: ωB97M-V with the def2-TZVPD basis set

Last column: Mulliken charge in e.
CARTESIAN COORDINATES (ANGSTROEM)
C 2.492 -1.247 -3.385  -1.046
C 1.784 -0.839 -2.339  0.722
C 1.277 -0.560 -1.256  0.083
C 0.929 -0.369 0.022  -0.782
C -0.388 -0.855 0.530  0.419
N -0.785 -0.471 1.810  -0.227
C -0.026 0.439 2.804  -0.584
N 0.566 1.587 2.491  -0.211
C 0.688 2.312 1.444  -0.413
C 0.005 2.059 0.146  0.166
N 0.045 2.932 -0.901  -0.317
N -1.158 -1.585 -0.262  -0.088
C -2.386 -2.243 -0.155  -0.936
H 3.320 -0.834 -3.725  0.348
H 2.122 -2.064 -4.048  0.237
H 1.596 0.288 0.598  0.748
H -1.775 -0.756 2.027  0.201
H 0.574 -0.285 3.354  0.419
H -0.618 0.692 3.729  0.447
H 1.197 3.218 1.625  0.425
H -0.663 1.269 0.027  0.616
H 0.740 3.722 -0.923  0.297
H -0.563 2.903 -1.726  0.293
H -0.689 -1.756 -1.196  0.154
H -2.251 -3.372 -0.576  0.301
H -3.227 -1.820 -0.909  0.312
H -2.805 -2.365 0.796  0.416

Results
LUMO ... -0.33907 Ha
Net charge ... +2
ΔE to the lowest compared entry with this formula, charge and spin ... 4.5381 eV
Calculated total energy ... -569.56084 a.u.

No. 2
Formula: C11H13OP
Source: OMol25
Level of theory: ωB97M-V with the def2-TZVPD basis set

Last column: Mulliken charge in e.
CARTESIAN COORDINATES (ANGSTROEM)
C -0.957 3.182 0.325  -1.514
C -0.912 1.728 0.183  1.209
C -2.021 0.932 0.223  -1.057
P -1.626 -0.838 0.236  0.927
C -2.152 -1.369 -1.397  -1.144
O -2.159 -1.816 1.230  -0.783
C 0.157 -0.669 0.189  -0.475
C 1.273 -1.365 0.222  1.128
C 1.195 -2.850 0.175  -1.646
C 2.551 -0.634 0.440  -0.585
C 2.731 0.687 0.362  -0.629
C 1.656 1.558 0.082  -0.500
C 0.415 1.122 0.201  0.058
H -0.587 3.814 -0.477  0.332
H -0.200 3.577 0.988  0.387
H -2.026 3.428 0.530  0.300
H -2.968 1.250 0.329  0.553
H -2.271 -2.519 -1.483  0.304
H -3.073 -0.979 -1.645  0.503
H -1.450 -1.081 -2.352  0.280
H 2.095 -3.212 -0.036  0.599
H 0.956 -3.116 1.127  0.399
H 0.388 -3.237 -0.565  0.263
H 3.396 -1.378 0.689  0.228
H 3.608 1.250 0.492  0.407
H 1.982 2.537 -0.066  0.457

Results
LUMO ... -0.00670 Ha
ΔE to the lowest compared entry with this formula, charge and spin ... 1.7129 eV
Calculated total energy ... -843.45639 a.u.

No. 3
Formula: C4H11N2O
Source: OMol25
Level of theory: ωB97M-V with the def2-TZVPD basis set

Last column: Mulliken charge in e.
CARTESIAN COORDINATES (ANGSTROEM)
O 1.530 0.323 1.148  -0.469
C 0.599 0.948 0.666  -0.141
C -0.615 0.364 0.199  -0.284
C -1.343 1.020 -0.917  -0.676
C -0.939 0.472 -2.284  -0.365
N -1.316 -0.911 -2.424  -0.463
N 2.186 -1.311 3.701  -0.624
H 0.745 2.033 0.511  0.278
H -1.042 -0.529 0.638  0.510
H -2.422 1.012 -0.743  0.334
H -1.055 2.080 -0.922  0.317
H -1.531 1.003 -3.026  0.316
H 0.115 0.761 -2.415  0.239
H -0.990 -1.523 -1.697  0.183
H -1.298 -1.313 -3.343  0.194
H 2.051 -2.312 3.675  0.198
H 2.838 -1.123 4.444  0.203
H 2.488 -0.995 2.791  0.249

Results
LUMO (alpha / beta) ... 0.03900 / -0.04239 Ha
ΔE to the lowest compared entry with this formula, charge and spin ... 0.4411 eV
Multiplicity ... 2
Calculated total energy ... -343.68248 a.u.

No. 4
Formula: C5H7N3O3
Source: OMol25
Level of theory: ωB97M-V with the def2-TZVPD basis set

Last column: Mulliken charge in e.
CARTESIAN COORDINATES (ANGSTROEM)
C 0.100 2.371 0.547  -0.948
N 0.397 0.938 0.757  0.529
N 1.549 0.686 1.277  -0.286
O 1.790 -0.477 1.372  -0.452
C -0.745 0.132 0.371  0.604
C -0.531 -1.343 0.655  -1.348
C -0.062 -1.881 -0.507  0.566
O 0.396 -3.074 -0.862  -0.490
N -0.125 -0.981 -1.568  -0.116
C -0.726 0.217 -1.213  0.150
O -1.166 1.008 -2.002  -0.590
H -0.882 2.527 0.741  0.350
H 0.740 2.863 1.321  0.365
H 0.411 2.767 -0.398  0.295
H -1.622 0.788 0.633  0.412
H -0.362 -1.830 1.581  0.386
H 0.928 -3.400 -0.210  0.342
H -0.090 -1.310 -2.494  0.231

Results
LUMO ... 0.02515 Ha
ΔE to the lowest compared entry with this formula, charge and spin ... 3.8038 eV
Calculated total energy ... -584.59499 a.u.

No. 5
Formula: C16H29Cl22FO3
Source: OMol25
Level of theory: ωB97M-V with the def2-TZVPD basis set

Last column: Mulliken charge in e.
CARTESIAN COORDINATES (ANGSTROEM)
C -1.873 0.499 2.137  -0.417
C -1.807 -0.513 1.101  -0.170
O -0.734 -1.461 1.219  -0.202
C 0.087 -1.491 0.053  0.627
O -0.305 -2.228 -0.893  -0.498
O 1.316 -0.810 -0.094  -0.264
C 1.135 0.621 -0.267  -0.098
C 2.268 1.351 0.636  0.440
F 1.978 1.027 2.026  -0.336
H -2.730 0.577 2.881  0.301
H -0.961 1.189 2.197  0.122
H -2.564 -0.477 0.243  0.274
H 0.106 1.016 0.023  0.179
H 1.320 0.950 -1.351  0.192
H 3.254 0.814 0.366  -0.058
H 2.336 2.475 0.440  -0.086
Cl -4.085 2.352 0.658  -0.150
C -3.981 3.980 1.341  0.063
Cl -2.675 4.092 2.529  -0.179
H -3.790 4.690 0.537  -0.055
H -4.925 4.221 1.828  0.269
Cl -5.211 5.504 -1.441  -0.148
C -6.920 5.126 -1.198  -0.042
Cl -7.427 5.486 0.458  -0.140
H -7.516 5.723 -1.887  0.352
H -7.080 4.069 -1.394  -0.033
Cl 2.421 3.810 -1.028  -0.180
C 1.939 3.861 -2.730  -0.386
Cl 0.367 3.090 -2.968  -0.073
H 1.876 4.900 -3.050  0.367
H 2.685 3.337 -3.325  0.265
Cl -1.994 0.885 -3.674  -0.111
C -1.288 0.258 -5.170  -0.279
Cl -0.365 1.505 -6.018  -0.142
H -0.623 -0.570 -4.927  0.229
H -2.089 -0.090 -5.819  0.307
Cl -2.904 8.006 3.253  -0.146
C -3.389 8.035 1.554  -0.378
Cl -4.973 7.282 1.326  -0.057
H -3.439 9.070 1.218  0.356
H -2.651 7.491 0.966  0.230
Cl 5.609 0.735 0.747  -0.168
C 5.526 -0.258 2.208  -0.237
Cl 7.139 -0.741 2.745  -0.170
H 5.046 0.316 2.999  0.354
H 4.942 -1.152 1.995  0.224
Cl -9.524 3.301 -2.201  -0.143
C -9.378 1.842 -1.213  -0.269
Cl -8.239 2.073 0.122  -0.101
H -10.357 1.596 -0.802  0.296
H -9.026 1.025 -1.840  0.274
Cl -0.461 -7.015 -2.044  -0.178
C -0.375 -5.392 -1.349  -0.305
Cl 0.930 -5.272 -0.164  -0.116
H -0.194 -4.674 -2.147  0.270
H -1.320 -5.166 -0.857  0.280
Cl 8.332 -1.846 -1.816  -0.157
C 8.249 -2.840 -0.357  0.277
Cl 9.862 -3.323 0.181  -0.162
H 7.770 -2.267 0.435  -0.201
H 7.665 -3.734 -0.571  0.246
Cl 4.356 -5.754 2.494  -0.117
C 2.652 -6.157 2.739  0.326
Cl 2.146 -5.815 4.398  -0.175
H 2.047 -5.563 2.056  -0.214
H 2.506 -7.217 2.536  0.220
Cl 4.420 -9.091 0.727  -0.142
C 5.908 -9.407 1.628  -0.274
Cl 6.761 -7.905 2.003  -0.132
H 5.657 -9.912 2.559  0.253
H 6.558 -10.042 1.027  0.293

Results
LUMO ... -0.00011 Ha
Calculated total energy ... -11076.61763 a.u.

What did the second record say?
Formula: C11H13OP
Source: OMol25
Level of theory: ωB97M-V with the def2-TZVPD basis set

Last column: Mulliken charge in e.
CARTESIAN COORDINATES (ANGSTROEM)
C -0.957 3.182 0.325  -1.514
C -0.912 1.728 0.183  1.209
C -2.021 0.932 0.223  -1.057
P -1.626 -0.838 0.236  0.927
C -2.152 -1.369 -1.397  -1.144
O -2.159 -1.816 1.230  -0.783
C 0.157 -0.669 0.189  -0.475
C 1.273 -1.365 0.222  1.128
C 1.195 -2.850 0.175  -1.646
C 2.551 -0.634 0.440  -0.585
C 2.731 0.687 0.362  -0.629
C 1.656 1.558 0.082  -0.500
C 0.415 1.122 0.201  0.058
H -0.587 3.814 -0.477  0.332
H -0.200 3.577 0.988  0.387
H -2.026 3.428 0.530  0.300
H -2.968 1.250 0.329  0.553
H -2.271 -2.519 -1.483  0.304
H -3.073 -0.979 -1.645  0.503
H -1.450 -1.081 -2.352  0.280
H 2.095 -3.212 -0.036  0.599
H 0.956 -3.116 1.127  0.399
H 0.388 -3.237 -0.565  0.263
H 3.396 -1.378 0.689  0.228
H 3.608 1.250 0.492  0.407
H 1.982 2.537 -0.066  0.457

Results
LUMO ... -0.00670 Ha
ΔE to the lowest compared entry with this formula, charge and spin ... 1.7129 eV
Calculated total energy ... -843.45639 a.u.

Question: calculated total energy of number 1 (C9H14N4)?
Answer: -569.56084 a.u.

Question: calculated total energy of number 4 (C5H7N3O3)?
Answer: -584.59499 a.u.